Molecular formula: C36H48BrCl3GeInN6O4S2
Method: DFT, ωB97M-V with the def2-TZVPD basis set

```
102
Properties=species:S:1:pos:R:3:lowdin_charge:R:1
In -0.400 0.334 1.111 0.51
C -1.881 2.808 -1.104 -0.04
C -2.657 1.924 -0.180 -0.31
N -2.680 0.664 -0.430 0.04
N -3.596 -0.148 0.147 -0.04
C -3.374 -1.055 1.008 -1.02
S -1.983 -1.281 2.072 0.66
S -4.672 -2.265 1.076 0.90
C -4.787 -2.661 2.855 -0.45
C -5.573 -1.633 3.620 -0.30
C -6.965 -1.673 3.624 -0.06
C -7.698 -0.702 4.289 -0.09
C -7.045 0.325 4.959 -0.09
C -5.659 0.374 4.957 -0.09
C -4.926 -0.599 4.291 -0.04
C -3.323 2.504 1.013 -0.12
C -4.614 3.014 0.987 -0.02
C -5.221 3.465 2.147 -0.08
C -4.524 3.399 3.345 -0.09
C -3.237 2.890 3.385 -0.02
C -2.611 2.441 2.221 -0.33
O -1.351 1.964 2.288 -0.38
H -1.480 2.225 -1.933 0.08
H -2.546 3.583 -1.495 0.09
H -1.078 3.319 -0.572 0.00
H -5.274 -3.635 2.877 0.07
H -3.775 -2.770 3.239 0.03
H -7.476 -2.465 3.088 0.11
H -8.780 -0.744 4.280 0.10
H -7.617 1.085 5.478 0.10
H -5.143 1.175 5.469 0.10
H -3.844 -0.550 4.280 0.09
H -5.148 3.047 0.044 0.12
H -6.230 3.854 2.118 0.10
H -4.988 3.746 4.260 0.11
H -2.683 2.838 4.315 0.10
N 1.655 -1.217 1.444 0.07
C 2.629 -0.402 2.179 -0.31
C 3.874 -1.097 2.713 -0.13
C 5.099 -0.970 1.808 -0.17
C 5.816 0.368 1.999 -0.15
N 5.027 1.543 1.619 0.10
C 4.970 2.017 0.381 -0.46
N 5.621 1.392 -0.604 0.22
N 4.312 3.144 0.101 0.19
C 1.878 0.356 3.287 -0.63
O 2.338 0.487 4.395 0.06
O 0.761 0.890 2.865 -0.28
H 1.287 -1.963 2.030 0.11
H 2.034 -1.645 0.606 0.10
H 2.927 0.397 1.496 0.09
H 3.654 -2.150 2.902 0.13
H 4.094 -0.648 3.684 0.11
H 4.832 -1.111 0.753 0.11
H 5.817 -1.755 2.053 0.12
H 6.749 0.391 1.433 0.12
H 6.086 0.486 3.047 0.14
H 4.419 1.980 2.305 0.06
H 6.053 0.499 -0.457 0.11
H 5.581 1.751 -1.540 0.12
H 3.679 3.523 0.795 0.07
H 4.117 3.378 -0.857 0.11
C 2.950 -1.653 -6.159 -0.06
C 3.327 -0.661 -5.057 -0.56
C 3.434 0.735 -5.686 -0.05
C 4.699 -1.071 -4.501 -0.05
C 2.302 -0.653 -3.919 -0.18
C 2.353 0.304 -2.913 -0.10
C 1.438 0.245 -1.880 -0.48
Br 1.457 1.663 -0.578 0.95
C 0.435 -0.735 -1.723 -0.38
O -0.348 -0.784 -0.691 -0.22
C 0.346 -1.668 -2.792 -0.07
C 1.280 -1.596 -3.820 0.01
C -0.765 -2.729 -2.929 -0.52
C -1.775 -2.777 -1.776 -0.06
C -0.129 -4.124 -3.044 -0.05
C -1.559 -2.424 -4.211 -0.04
H 3.684 -1.596 -6.966 0.09
H 1.969 -1.426 -6.579 0.09
H 2.943 -2.681 -5.792 0.09
H 4.124 0.716 -6.533 0.08
H 3.804 1.477 -4.975 0.07
H 2.459 1.070 -6.045 0.09
H 5.451 -1.079 -5.295 0.09
H 4.651 -2.069 -4.062 0.09
H 5.027 -0.374 -3.729 0.06
H 3.079 1.110 -2.937 0.09
H 1.184 -2.324 -4.614 0.09
H -1.303 -3.000 -0.820 0.08
H -2.501 -3.566 -1.989 0.09
H -2.311 -1.836 -1.672 0.07
H 0.443 -4.358 -2.143 0.09
H 0.539 -4.213 -3.902 0.07
H -0.915 -4.876 -3.153 0.09
H -1.995 -1.424 -4.157 0.09
H -2.373 -3.144 -4.320 0.09
H -0.936 -2.478 -5.106 0.07
Cl -0.217 4.707 4.805 0.05
Ge 0.306 3.151 3.285 0.22
Cl 2.679 3.343 3.403 0.08
Cl 0.300 4.356 1.404 0.11
```

For the total energy, the calculation gives -9048.3029 Eh. Its LUMO energy (spin up / spin down) is -0.67 / -1.25 eV. Its spin multiplicity is 2. As for the energy above the lowest of the compared OMol25 structures with the same formula, charge and spin: 216.3 kJ/mol. The calculation puts the gap between HOMO and LUMO (spin up / spin down) at 6.53 / 6.52 eV.